Entry 1:
The following is a DFT calculation (ωB97M-V/def2-TZVPD) of C20H20N4O4 in the gas phase at a distorted geometry.

Element x y z (Å)
O 4.42397 4.36928 -0.88474
N 0.33250 -0.47805 -0.19031
N 1.53274 -4.01213 -1.78883
O -6.00731 -0.51402 0.94915
O -4.09524 1.49275 1.50087
O 2.63527 2.77160 1.62182
C 3.95755 3.51493 -0.10426
C 2.80235 -4.18241 -2.17880
C -0.56133 -1.44417 -0.48409
C -4.34313 -1.78646 -0.18727
C -2.98747 -2.06994 -0.51764
C -2.36460 0.08439 0.46715
C 3.77188 -3.19995 -1.98298
C -4.68847 -0.65582 0.50279
C -3.72138 0.33363 0.80201
C -1.96992 -1.14048 -0.17406
C -0.11503 -2.64862 -0.98793
C 1.62421 -0.68241 -0.38890
C 3.41410 -1.97640 -1.35645
C 1.21543 -2.83966 -1.22190
C 2.13462 -1.83651 -0.94303
N 2.84152 3.77537 0.62163
N 2.29920 0.44885 -0.03365
C -6.74719 0.47598 0.18354
C -3.36085 2.70415 1.22591
C 4.64719 2.28325 0.45859
C 3.10554 0.40788 1.20884
C 3.69499 1.78052 1.57778
H 3.08512 -5.09474 -2.66225
H -5.11130 -2.52846 -0.38977
H -2.76112 -2.99706 -1.04555
H -1.64377 0.85157 0.69383
H 4.77732 -3.43543 -2.28309
H -0.79189 -3.44405 -1.30433
H 4.09006 -1.12970 -1.19996
H 2.60523 4.75619 0.72555
H 1.59706 1.16676 0.03724
H -6.12863 1.21610 -0.30072
H -7.35035 -0.02381 -0.57292
H -7.39195 1.01501 0.90283
H -2.85208 2.70418 0.24374
H -4.03572 3.56422 1.28840
H -2.55962 2.82433 1.95443
H 4.71200 1.55240 -0.36720
H 5.65621 2.48984 0.91135
H 2.47454 0.11961 2.00993
H 3.91023 -0.33983 1.12195
H 4.24747 1.75730 2.54131

Properties
- Orbital gap: 7.66 eV
- Total energy: -35211.68070 eV
- Max |F|: 0.070 Eh/bohr
- Spin multiplicity: 1
- SMILES: COc1ccc(-c2cc3ncccc3c(NC[C@H]3CC(=O)NO3)n2)cc1OC
- E_HOMO: -7.95 eV

***

Entry 2:
The following is a DFT calculation (ωB97M-V/def2-TZVPD) of C20H20N4O6S2 in the gas phase at a distorted geometry.

Element x y z (Å)
C -0.16986 2.22929 -2.93695
H 0.46875 2.84877 -2.30885
H -1.14665 2.70958 -3.05091
H 0.30233 2.11457 -3.91716
O -0.27610 0.99391 -2.27207
C -0.89686 -0.03300 -2.90303
C -1.54332 0.06099 -4.13068
C -2.15627 -1.04570 -4.69281
C -2.13395 -2.26800 -4.04752
C -1.49380 -2.37956 -2.82633
C -0.87784 -1.27824 -2.25200
N -0.26203 -1.41787 -0.99439
C 1.00366 -1.05104 -0.62272
N 1.27906 -1.29568 0.63203
C 0.13445 -1.83809 1.15197
C -0.14977 -2.24387 2.44308
C -1.43128 -2.72105 2.68017
C -2.40874 -2.79373 1.67985
C -2.13184 -2.39121 0.39248
C -0.85314 -1.91944 0.13624
H -2.88476 -2.42137 -0.37871
H -3.38669 -3.16210 1.94768
N -1.77353 -3.13511 4.00993
O -2.85446 -3.65975 4.18492
O -0.96082 -2.93455 4.89130
H 0.57690 -2.19993 3.23840
S 2.14740 -0.38748 -1.74469
C 3.48086 0.02321 -0.58347
C 3.31817 1.33901 0.16509
O 4.28650 1.97506 0.52101
N 2.04909 1.72000 0.41571
C 1.75769 2.80923 1.32387
C 0.34042 3.27806 1.08648
H 0.09191 4.17868 1.63715
H 0.07690 3.37242 0.03918
S -0.59593 1.87300 1.80039
O -0.78156 0.88928 0.76231
O -1.77177 2.32123 2.48770
C 0.69775 1.30292 2.96051
C 1.80715 2.32136 2.78690
H 1.65736 3.17460 3.44962
H 2.78722 1.89124 2.99461
H 0.99094 0.30794 2.63965
H 0.27352 1.27488 3.95733
H 2.51213 3.58703 1.16108
H 1.27057 1.11316 0.19134
H 3.52483 -0.78592 0.14793
H 4.40672 0.05211 -1.15641
H -1.45514 -3.32758 -2.31117
H -2.60802 -3.12996 -4.48914
H -2.65475 -0.94482 -5.64463
H -1.58339 1.00350 -4.65222

Properties
- Orbital gap: 8.27 eV
- Total energy: -60978.44077 eV
- Max |F|: 0.026 Eh/bohr
- Spin multiplicity: 1
- SMILES: COc1ccccc1-n1c(SCC(=O)N[C@@H]2CCS(=O)(=O)C2)nc2cc([N+](=O)[O-])ccc21
- E_HOMO: -8.47 eV

***

Entry 3:
The following is a DFT calculation (ωB97M-V/def2-TZVPD) of a molecular structure, C20H20N5OW.

Element x y z (Å)
W -1.94246 0.48516 0.23224
C 2.43075 -4.75016 -1.67416
C 1.79384 -3.49756 -1.17188
C 2.41240 -2.25316 -1.35357
C 1.81723 -1.09193 -0.92264
C 0.57561 -1.11426 -0.26539
N -0.03429 0.04676 0.21359
C 0.72849 1.25307 0.37624
C 2.00264 1.34131 0.92544
C 2.59335 2.58885 1.07131
C 1.96015 3.77366 0.67570
C 2.62303 5.10169 0.85492
C 0.67542 3.68735 0.11525
C 0.09313 2.45269 -0.01266
N -1.22899 2.27007 -0.60194
C -1.50566 1.47269 -1.73008
C -2.91688 1.43753 -1.86576
C -3.43922 2.14347 -0.78547
N -2.43604 2.57722 0.05452
C -0.06534 -2.36446 -0.11661
C 0.53731 -3.52351 -0.56110
N -1.34707 -2.47022 0.50323
C -1.88098 -3.52449 1.12680
C -3.22521 -3.26676 1.38619
C -3.46052 -2.01933 0.86519
N -2.30697 -1.50152 0.33781
H 3.50568 -4.73766 -1.49720
H 2.28675 -4.82472 -2.75602
H 2.00285 -5.63939 -1.21721
H 3.36868 -2.20481 -1.85860
H 2.30605 -0.14546 -1.10795
H 2.51782 0.45057 1.26238
H 3.58143 2.64529 1.51059
H 3.70654 5.01114 0.81526
H 2.36400 5.51262 1.83463
H 2.29767 5.81712 0.10205
H 0.15816 4.57770 -0.22163
H -0.72587 1.19559 -2.42410
H -3.47010 0.97497 -2.67113
H -4.47085 2.36511 -0.54738
H 0.02374 -4.47197 -0.47108
H -1.29167 -4.39831 1.35713
H -3.92674 -3.92114 1.87637
H -4.38309 -1.45797 0.82671
O -1.55540 1.12301 2.21417
H -2.04622 1.85644 2.62353
H -0.70319 1.01769 2.67230

Properties
- Charge: +3
- Orbital gap (alpha / beta): 6.06 / 6.53 eV
- Total energy: -32358.46740 eV
- Max |F|: 0.012 Eh/bohr
- Spin multiplicity: 1
- E_HOMO (alpha / beta): -17.99 / -17.76 eV

***

Entry 4:
The following is a DFT calculation (ωB97M-V/def2-TZVPD) of a molecular structure, C20H20N8Pd.

Element x y z (Å)
Pd -0.15697 -0.47022 0.06040
C -0.31898 1.74857 2.39278
N -1.23200 1.30362 1.32581
C -1.55472 2.34630 0.34088
C -0.43520 2.44899 -0.64435
N 0.25434 1.40948 -1.05756
C 1.17610 1.86928 -1.98360
C 2.13808 1.19787 -2.73373
C 2.89005 1.94770 -3.61258
C 2.70191 3.33128 -3.74819
C 1.75579 4.01046 -3.00771
C 0.99797 3.25308 -2.12394
N -0.02828 3.58083 -1.24860
C 0.79059 0.76884 2.61067
N 1.27891 -0.00396 1.66488
C 2.38610 -0.65033 2.21021
C 3.33171 -1.50057 1.63774
C 4.35080 -1.95236 2.45073
C 4.44851 -1.57007 3.79678
C 3.54298 -0.69826 4.36609
C 2.52184 -0.24009 3.54398
N 1.48593 0.65744 3.75678
H -0.85226 1.92659 3.32809
H 0.13921 2.69389 2.09164
H -2.08655 0.94219 1.72937
H -1.73631 3.31618 0.81228
H -2.46399 2.05274 -0.18623
H 2.28804 0.13257 -2.61294
H 3.64370 1.46231 -4.21746
H 3.31211 3.88050 -4.45156
H 1.61998 5.07932 -3.10457
H -0.42825 4.49707 -1.12399
H 3.28309 -1.76380 0.58958
H 5.11059 -2.60349 2.03943
H 5.26302 -1.95122 4.39702
H 3.63338 -0.37667 5.39515
H 1.30745 1.15062 4.61733
N -2.57870 -1.82953 -1.55639
C -1.85218 -1.16436 -0.96639
H -3.23099 -2.36859 -2.10167
N 1.10958 -3.43929 0.57750
C 1.64824 -4.54581 0.03844
C 1.71759 -4.34083 -1.32065
C 1.18763 -3.06233 -1.51800
N 0.82443 -2.52043 -0.35849
H 0.95286 -3.25295 1.55266
H 1.94257 -5.38968 0.63993
H 2.09864 -5.01377 -2.06850
H 1.05198 -2.52007 -2.43987

Properties
- Charge: +2
- Orbital gap (alpha / beta): 9.18 / 6.17 eV
- Total energy: -36451.39159 eV
- <S²>: 2.01
- Max |F|: 0.019 Eh/bohr
- Spin multiplicity: 3
- E_HOMO (alpha / beta): -14.21 / -14.18 eV

***

Entry 5:
The following is a DFT calculation (ωB97M-V/def2-TZVPD) of a molecular structure, C20H21As2BaBrF6N3O at a distorted geometry.

Element x y z (Å)
Ba -0.37446 -0.17288 -0.44014
C 4.66973 -0.89764 -0.10876
C 3.29038 -0.95551 -0.34142
N 2.39103 -0.34130 0.40554
C 2.83309 0.39008 1.45812
C 4.19256 0.50239 1.77969
C 5.11850 -0.16508 0.95774
C 4.59514 1.27195 2.92184
C 3.68414 1.88394 3.70446
C 2.28293 1.79529 3.41078
C 1.30009 2.41489 4.20679
C -0.02030 2.29693 3.86706
C -0.35095 1.56082 2.71965
N 0.54891 0.96537 1.95867
C 1.85397 1.06937 2.29396
H 5.35258 -1.41980 -0.76320
H 2.91626 -1.52852 -1.18527
H 6.17722 -0.09511 1.17397
H 5.65389 1.33909 3.13639
H 3.98420 2.45887 4.57109
H 1.59637 2.97930 5.08222
H -0.79999 2.75695 4.45675
H -1.39105 1.46121 2.42737
F -2.44613 1.36406 -0.12606
As -3.71466 0.11093 0.12827
F -2.80752 -0.75209 -1.17109
F -2.44010 -0.62841 1.18259
F -4.69259 -1.26264 0.33413
F -4.33030 0.96715 1.44871
F -4.69790 0.84366 -1.04087
Br -2.21678 -7.26001 1.69806
C -1.60481 -5.68460 1.04555
C -2.37557 -4.98796 0.07790
C -1.86826 -3.78590 -0.38710
N -0.70993 -3.28434 0.04218
C 0.01705 -3.95064 0.96592
C -0.37654 -5.15114 1.50163
H -3.32185 -5.37597 -0.27354
H -2.42722 -3.19994 -1.10654
H 0.94355 -3.48445 1.27649
H 0.21835 -5.66717 2.24194
C -1.99321 3.47878 -2.77728
As -1.17033 1.97967 -3.64236
C -2.60856 0.93109 -4.35714
C -0.02927 2.59545 -5.05225
O -0.29372 1.06138 -2.53862
H -2.46617 4.12855 -3.51139
H -1.24448 4.03462 -2.21690
H -2.74449 3.08568 -2.09332
H -3.28172 1.56017 -4.93728
H -3.14703 0.51194 -3.50728
H -2.22258 0.12939 -4.98309
H -0.61437 3.16765 -5.76982
H 0.42173 1.73257 -5.53671
H 0.74114 3.22191 -4.60802

Properties
- Charge: +2
- Orbital gap (alpha / beta): 6.56 / 2.15 eV
- Total energy: -236308.26814 eV
- <S²>: 0.78
- Max |F|: 0.022 Eh/bohr
- Spin multiplicity: 2
- E_HOMO (alpha / beta): -13.52 / -13.52 eV